1.
Formula: C3H6OS2
Source: the Open Molecules 2025 dataset
Level of theory: the ωB97M-V functional and the def2-TZVPD basis

## Properties
Kohn-Sham gap (spin up / spin down), eV: 6.42 / 7.43
Energy above the lowest of the compared OMol25 structures with the same formula, charge and spin, kJ/mol: 275.7
Highest occupied orbital energy (spin up / spin down), eV: -8.114 / -8.511

Structure (XYZ):
```
12
Properties=species:S:1:pos:R:3:forces:R:3
C 1.341 1.651 0.448 -1.028 -0.964 -0.879
C 0.763 0.928 -0.518 1.496 0.424 0.292
C -0.467 0.320 -0.475 -4.757 -1.949 -0.520
O 0.133 -2.220 0.571 6.323 -0.544 -1.442
S -3.465 -0.504 0.074 1.092 0.196 -0.068
S -1.857 0.517 0.601 1.565 0.315 -0.832
H 2.312 1.911 0.224 1.985 1.042 0.275
H 0.871 1.771 1.369 -0.452 0.612 1.479
H 1.443 0.718 -1.336 -0.522 -0.176 -0.454
H -0.781 -0.406 -1.271 0.575 0.830 0.620
H 0.459 -2.482 -0.337 -1.231 0.385 1.718
H -0.750 -2.204 0.650 -5.045 -0.169 -0.189
```
Positions in Å, forces in eV/Å.

2.
Formula: C4H10N
Source: the Open Molecules 2025 dataset
Level of theory: the ωB97M-V functional and the def2-TZVPD basis

## Properties
Kohn-Sham gap, eV: 10.73
Energy above the lowest of the compared OMol25 structures with the same formula, charge and spin, kJ/mol: 149.7
Highest occupied orbital energy, eV: -14.632
SMILES: CC/C=C/[NH3+]
Total charge: +1

Structure (XYZ):
```
15
Properties=species:S:1:pos:R:3:forces:R:3
C 0.504 -2.177 0.193 -1.147 0.663 -0.878
C -0.260 -1.283 -0.839 0.182 -0.042 -0.651
C -0.051 0.201 -0.724 -0.527 0.906 0.727
C -0.389 0.853 0.386 0.059 -0.882 -0.699
N 0.068 2.217 0.737 0.586 -0.290 1.910
H 1.404 -1.669 0.521 0.159 -0.173 0.133
H -0.155 -2.420 1.018 0.213 -0.053 0.310
H 0.732 -3.080 -0.365 0.269 -0.189 0.403
H 0.093 -1.606 -1.818 -0.102 0.279 -0.125
H -1.344 -1.431 -0.871 0.113 -0.364 0.268
H 0.248 0.817 -1.564 0.724 -0.291 -0.198
H -0.968 0.365 1.160 0.378 0.289 0.404
H -0.562 2.633 1.434 -0.290 0.339 -0.641
H 0.399 2.901 0.065 -0.643 -0.013 -0.854
H 0.911 2.090 1.317 0.026 -0.178 -0.107
```
Positions in Å, forces in eV/Å.

3.
Formula: C69H150N8O10
Source: the Open Molecules 2025 dataset
Level of theory: the ωB97M-V functional and the def2-TZVPD basis

## Properties
Kohn-Sham gap, eV: 3.56
Highest occupied orbital energy, eV: -11.854
Total charge: +6

Structure (XYZ):
```
237
Properties=species:S:1:pos:R:3:forces:R:3
C 4.987 4.416 -40.646 0.286 -2.551 -2.130
C 3.726 4.451 -40.070 0.095 2.894 3.295
C 2.781 3.233 -40.157 -4.117 0.866 4.452
O 1.689 3.070 -39.422 2.119 2.157 -1.331
C 3.150 2.126 -40.775 3.719 -2.085 -3.952
C 4.392 2.053 -41.533 0.364 -0.408 0.330
C 5.422 3.295 -41.509 -1.028 2.409 1.052
O 6.474 3.373 -42.174 -0.530 -1.011 0.075
O 4.772 1.024 -42.122 -0.069 0.317 -0.090
O 3.513 5.473 -39.261 -0.760 -2.451 -1.975
H 5.594 5.300 -40.518 0.289 -0.016 -0.073
H 2.541 1.235 -40.796 -0.101 0.034 0.177
C 12.419 5.142 -48.104 1.041 -0.004 -0.908
O 11.216 4.485 -48.375 -1.607 -1.293 -0.794
C 11.419 3.081 -48.548 0.553 0.060 1.539
C 10.226 2.290 -49.074 -0.475 2.463 -0.270
N 8.940 2.628 -48.177 2.024 -2.263 -1.961
H 9.360 2.768 -47.269 -0.312 1.065 0.333
H 8.448 3.408 -48.589 0.384 0.693 0.282
C 7.923 1.516 -47.945 1.179 1.646 0.676
C 7.303 0.889 -49.150 0.919 0.057 0.104
O 8.286 0.471 -50.094 -1.312 0.367 1.397
C 7.602 0.008 -51.253 0.877 0.429 -0.485
H 12.954 4.675 -47.277 -0.248 0.506 0.663
H 12.230 6.215 -48.080 -0.001 -0.228 0.646
H 13.111 4.997 -48.934 0.071 0.038 -0.380
H 11.703 2.722 -47.559 0.079 -0.444 0.401
H 12.308 2.887 -49.149 -0.150 -0.073 -0.522
H 10.393 1.222 -49.213 -0.238 0.237 0.371
H 10.050 2.790 -50.027 -0.568 -0.601 -0.217
H 7.222 2.165 -47.421 -0.737 -1.076 0.470
H 8.477 0.869 -47.264 -0.550 -0.431 -0.121
H 6.610 1.600 -49.601 -0.155 0.001 -0.223
H 6.739 0.071 -48.703 -0.312 -0.373 -0.430
H 7.128 -0.958 -51.082 0.176 -0.081 -0.173
H 8.409 0.022 -51.985 -0.474 -0.634 -0.364
H 6.857 0.745 -51.554 -0.148 -0.030 -0.104
C 10.128 -5.158 -39.233 0.035 0.695 0.294
O 10.241 -4.522 -40.471 0.227 3.174 -2.197
C 10.062 -3.055 -40.274 0.941 -0.882 -0.163
C 10.522 -2.129 -41.455 -1.468 -1.842 -0.047
N 11.704 -2.732 -42.124 1.101 1.758 -0.706
H 12.348 -3.031 -41.405 0.568 -0.035 0.344
H 11.505 -3.582 -42.631 -0.699 -0.366 0.068
C 12.477 -1.803 -43.173 0.285 -0.436 1.516
C 13.617 -0.968 -42.454 -1.834 0.433 -0.028
O 12.987 0.007 -41.590 -1.196 -1.876 -0.330
C 13.840 0.910 -40.943 0.853 0.648 -0.525
H 9.148 -4.861 -38.860 -0.120 -0.696 0.613
H 10.903 -4.688 -38.627 0.032 -0.639 0.733
H 10.273 -6.227 -39.388 -0.148 0.190 0.245
H 10.705 -2.712 -39.464 0.039 -0.445 0.531
H 9.032 -2.858 -39.977 -0.059 0.147 -0.246
H 10.770 -1.136 -41.079 0.023 -0.152 -0.198
H 9.740 -2.115 -42.214 0.058 0.432 -0.005
H 11.741 -1.202 -43.707 -0.032 -0.060 0.300
H 12.847 -2.604 -43.813 0.577 0.639 -0.334
H 14.206 -0.367 -43.147 0.181 -0.596 -0.479
H 14.225 -1.726 -41.961 0.394 0.345 0.452
H 14.467 1.344 -41.722 0.752 -0.067 0.209
H 14.402 0.445 -40.132 0.197 0.023 -0.120
H 13.317 1.788 -40.564 -0.610 -0.473 0.132
C 7.129 13.183 -40.822 0.482 1.405 -1.072
O 6.724 12.356 -41.905 -1.760 -1.189 0.918
C 5.568 11.568 -41.566 1.672 -1.741 -2.180
C 5.273 10.573 -42.809 -0.668 0.262 0.866
N 6.407 9.649 -43.360 -1.463 3.641 0.362
H 6.895 9.290 -42.552 0.511 -0.415 0.225
H 5.947 8.927 -43.896 -0.013 -0.497 0.256
C 7.401 10.342 -44.329 -0.472 -2.377 0.836
C 8.638 9.449 -44.079 0.425 1.639 -0.353
O 9.042 9.551 -42.699 -0.281 -0.382 -1.235
C 10.242 8.817 -42.424 -0.428 -0.910 0.716
H 7.629 12.732 -39.965 0.056 -0.625 -0.291
H 6.338 13.826 -40.436 -0.402 -0.175 -0.106
H 7.792 13.841 -41.382 0.421 0.234 0.783
H 4.665 12.139 -41.349 -0.005 0.164 -0.252
H 5.796 10.925 -40.716 0.006 0.035 0.300
H 4.784 11.099 -43.630 0.684 0.173 -0.266
H 4.497 9.871 -42.503 0.070 -0.060 0.382
H 7.459 11.427 -44.243 0.167 -0.305 0.775
H 6.939 10.109 -45.289 0.471 0.165 -0.257
H 9.377 9.836 -44.779 0.609 -0.106 0.247
H 8.426 8.427 -44.395 -0.130 -0.261 0.267
H 10.947 8.853 -43.254 0.289 0.571 0.419
H 10.095 7.761 -42.197 -0.858 -0.534 -0.845
H 10.565 9.047 -41.409 0.571 1.252 -0.478
C 1.280 1.122 -28.473 1.170 -0.098 0.695
C 1.312 1.109 -30.012 -1.623 -1.982 -0.235
C 2.687 0.885 -30.589 1.233 2.057 -1.841
N 2.809 0.790 -32.197 -0.155 -0.621 -0.483
C 4.321 0.498 -32.679 -1.280 -0.101 -1.347
C 4.439 0.162 -34.255 -1.364 -0.846 1.816
C 3.607 -1.118 -34.458 -1.810 -0.235 0.495
C 2.096 -0.977 -33.911 1.891 0.600 -0.676
C 1.950 -0.457 -32.485 0.713 -0.006 -1.626
C 2.338 2.051 -32.972 0.105 -1.065 1.291
H 0.527 1.726 -27.966 0.043 0.254 -0.571
H 2.262 1.382 -28.077 0.054 0.717 0.022
H 1.191 0.141 -28.005 -0.386 -0.356 -0.604
H 0.722 1.883 -30.503 0.546 0.565 0.263
H 0.728 0.227 -30.273 -0.187 -0.152 -0.079
H 3.222 -0.010 -30.270 -0.166 0.235 0.309
H 3.237 1.811 -30.422 0.606 -0.282 0.463
H 4.598 -0.380 -32.096 0.331 0.238 0.003
H 4.953 1.374 -32.537 -0.364 -0.024 0.808
H 5.483 -0.060 -34.477 0.041 0.251 0.167
H 4.104 0.991 -34.879 0.055 0.012 0.088
H 4.102 -1.947 -33.952 0.033 -0.021 0.187
H 3.460 -1.458 -35.483 0.437 0.377 -0.175
H 1.559 -1.923 -33.976 0.136 -0.014 -0.035
H 1.611 -0.280 -34.594 -0.216 -0.044 -0.065
H 2.297 -1.237 -31.807 -0.239 0.226 0.290
H 0.885 -0.241 -32.406 0.242 0.271 0.761
H 1.394 2.369 -32.529 0.143 0.073 -0.103
H 2.194 1.840 -34.031 0.138 -0.158 0.236
H 3.124 2.791 -32.823 -0.229 0.059 -0.068
C -1.932 6.207 -42.872 0.802 -0.790 -0.505
C -2.249 5.524 -44.212 -0.682 0.195 -0.693
C -1.439 4.216 -44.460 -0.549 1.626 -0.653
N -1.663 3.474 -45.814 -1.387 -0.406 -0.999
C -2.920 2.579 -45.652 0.369 -0.733 -0.679
C -3.415 1.856 -46.971 0.781 1.098 0.172
C -3.490 2.823 -48.157 -0.302 0.736 -0.728
C -2.234 3.672 -48.333 0.784 -0.598 0.711
C -1.958 4.385 -46.993 0.331 1.038 -0.731
C -0.441 2.664 -46.230 -0.484 -0.185 0.736
H -2.461 5.711 -42.058 -0.027 0.339 0.047
H -2.161 7.267 -42.977 -0.180 -0.170 0.368
H -0.864 6.099 -42.684 0.097 0.223 0.277
H -2.066 6.255 -44.999 0.212 -0.121 -0.146
H -3.332 5.404 -44.198 -0.096 -0.521 -0.333
H -1.715 3.588 -43.613 0.760 -0.625 -0.362
H -0.416 4.586 -44.521 0.222 -0.717 0.463
H -3.696 3.223 -45.238 0.076 0.050 -0.125
H -2.633 1.847 -44.897 -0.154 -0.029 0.013
H -4.388 1.398 -46.793 0.053 0.121 0.235
H -2.741 1.051 -47.267 0.133 -0.110 0.336
H -4.293 3.554 -48.064 -0.330 -0.108 0.434
H -3.735 2.330 -49.098 0.127 -0.392 0.147
H -2.266 4.396 -49.147 -0.681 0.356 0.314
H -1.374 3.097 -48.675 0.081 -0.382 0.308
H -2.826 5.023 -46.824 -0.077 -0.276 0.634
H -1.121 5.077 -47.087 0.195 -0.100 0.095
H 0.365 3.348 -46.494 -0.008 0.003 0.494
H -0.608 2.049 -47.114 -0.510 0.214 0.222
H -0.223 1.987 -45.404 0.381 0.279 0.032
C 9.917 4.684 -36.520 0.045 0.425 -0.951
C 9.693 6.204 -36.329 -0.521 -0.640 -0.191
C 8.613 6.429 -35.257 0.954 -0.250 1.078
N 8.611 7.853 -34.672 0.066 -0.082 -0.988
C 7.445 7.922 -33.635 0.418 -0.173 -0.330
C 7.489 9.034 -32.570 -0.188 0.819 -1.252
C 8.886 9.352 -32.106 0.429 -0.176 0.935
C 9.925 9.383 -33.175 1.920 -1.047 -1.761
C 9.972 8.044 -33.962 -1.240 0.235 0.297
C 8.496 8.825 -35.914 0.824 -0.582 1.525
H 10.520 4.259 -35.717 -0.465 -0.079 0.197
H 10.481 4.485 -37.431 0.268 0.346 -0.032
H 8.992 4.152 -36.743 -0.152 -0.077 0.644
H 9.360 6.701 -37.239 0.008 -0.371 -0.241
H 10.671 6.635 -36.115 -0.209 0.090 0.348
H 8.788 5.782 -34.397 0.634 0.091 0.231
H 7.628 6.035 -35.504 -0.277 0.924 -0.804
H 7.485 6.963 -33.120 0.173 -0.097 -0.116
H 6.547 7.914 -34.253 -0.071 0.190 0.156
H 6.820 8.808 -31.740 0.137 -0.442 -0.045
H 7.073 9.959 -32.970 -0.102 0.039 -0.348
H 9.237 8.572 -31.430 -0.121 -0.088 0.301
H 8.926 10.278 -31.532 -0.223 -0.015 -0.014
H 10.926 9.495 -32.757 -0.009 -0.148 0.448
H 9.973 10.182 -33.915 -0.851 0.356 0.073
H 10.065 7.169 -33.318 -0.212 0.148 0.431
H 10.759 7.870 -34.696 -0.132 0.849 0.026
H 8.418 9.861 -35.586 -0.818 -0.250 0.114
H 7.746 8.414 -36.590 -0.183 0.436 0.287
H 9.469 8.822 -36.406 -0.053 -0.425 0.004
C -0.415 14.614 -30.777 1.074 2.069 0.626
C -0.915 13.585 -31.716 0.856 -1.953 0.405
C 0.130 13.288 -32.859 -1.968 -0.316 -1.004
N -0.309 12.127 -33.834 0.648 -1.941 -0.137
C -0.311 10.748 -33.088 -1.022 0.639 -0.528
C -0.723 9.568 -34.043 -0.124 0.222 1.525
C -2.119 9.793 -34.656 0.782 1.856 -0.427
C -2.199 11.181 -35.316 0.706 0.178 -1.004
C -1.748 12.338 -34.382 0.824 -1.082 0.044
C 0.718 12.045 -35.049 -1.297 0.782 2.278
H -0.987 14.770 -29.862 -0.482 -0.337 -0.284
H -0.403 15.579 -31.284 -0.019 0.230 0.066
H 0.599 14.497 -30.395 0.193 -0.461 -0.286
H -1.958 13.835 -31.914 0.253 -0.039 -1.086
H -0.971 12.673 -31.122 -0.143 -0.333 -0.053
H 1.128 13.008 -32.519 -0.229 -0.012 0.381
H 0.237 14.140 -33.529 -0.005 0.167 0.100
H -1.040 10.936 -32.300 -0.372 -0.410 -0.183
H 0.597 10.600 -32.504 0.454 0.075 -0.684
H -0.809 8.676 -33.423 0.115 0.037 0.347
H 0.123 9.310 -34.680 -0.338 0.316 -0.621
H -2.883 9.884 -33.884 0.052 -0.931 0.247
H -2.384 9.109 -35.463 -0.007 -0.434 0.559
H -3.217 11.280 -35.693 -0.186 0.658 0.525
H -1.659 11.137 -36.262 0.424 0.287 0.018
H -2.433 12.207 -33.544 0.246 0.855 0.285
H -1.637 13.355 -34.757 -0.961 -0.131 -0.337
H 0.335 11.392 -35.833 0.077 0.360 0.212
H 1.641 11.667 -34.609 -0.018 0.077 -0.209
H 0.794 13.106 -35.288 0.316 -0.327 -0.716
C -0.545 -3.830 -42.144 0.073 -0.506 0.277
C 0.624 -4.683 -42.675 0.482 -0.233 0.135
C 0.663 -4.804 -44.189 -0.562 1.241 -0.806
N 1.562 -5.813 -44.906 -1.092 -0.112 1.424
C 0.981 -7.236 -44.539 0.649 -0.829 -2.200
C 1.553 -8.409 -45.461 0.505 1.069 1.222
C 1.534 -8.116 -46.950 -0.281 1.955 -0.229
C 2.097 -6.659 -47.226 0.657 -1.723 0.145
C 1.432 -5.554 -46.414 1.071 -0.967 -0.416
C 3.015 -5.652 -44.342 -1.262 0.018 -0.846
H -0.459 -2.744 -42.146 0.409 -0.106 -0.344
H -0.600 -4.136 -41.099 -0.368 0.273 0.063
H -1.486 -4.101 -42.622 -0.022 -0.048 0.012
H 0.495 -5.665 -42.219 -0.037 -0.169 -0.138
H 1.560 -4.305 -42.265 0.098 0.108 -0.110
H 0.902 -3.850 -44.657 0.517 0.236 0.245
H -0.369 -4.900 -44.526 0.006 -0.873 -0.195
H -0.087 -7.222 -44.756 -0.033 0.568 0.384
H 1.204 -7.455 -43.495 -0.166 0.298 -0.146
H 0.992 -9.318 -45.243 -0.109 0.130 0.176
H 2.556 -8.570 -45.068 0.276 -0.259 -0.371
H 0.500 -8.147 -47.296 -0.101 -0.138 -0.135
H 2.114 -8.812 -47.556 -0.076 -0.126 0.289
H 2.103 -6.422 -48.290 -0.621 0.111 -0.007
H 3.167 -6.784 -47.059 0.234 0.493 0.485
H 0.408 -5.546 -46.787 -0.354 0.195 0.940
H 1.891 -4.595 -46.653 -0.033 0.083 0.368
H 3.037 -6.316 -43.478 0.632 -0.305 -0.526
H 3.252 -4.662 -43.953 -0.773 0.268 -0.241
H 3.671 -5.787 -45.201 0.208 -0.778 0.553
```
Positions in Å, forces in eV/Å.

4.
Formula: C4H9NO
Source: the Open Molecules 2025 dataset
Level of theory: the ωB97M-V functional and the def2-TZVPD basis

## Properties
Kohn-Sham gap, eV: 9.89
Energy above the lowest of the compared OMol25 structures with the same formula, charge and spin, kJ/mol: 206.8
Highest occupied orbital energy, eV: -8.932
SMILES: CN[C@@H](C)C=O

Structure (XYZ):
```
15
Properties=species:S:1:pos:R:3:forces:R:3
C 0.948 0.383 -1.486 -2.262 0.266 0.532
N -0.402 0.792 -0.911 1.203 -0.304 -0.196
C -0.575 -1.274 0.621 -1.661 0.341 -1.542
C -0.664 0.250 0.413 0.906 1.085 0.571
C 0.343 0.886 1.419 -0.834 -1.754 1.029
O 0.056 0.974 2.590 -0.259 0.571 -0.167
H 1.399 -0.319 -0.791 0.323 -0.182 -0.315
H 0.651 -0.114 -2.425 1.135 0.303 0.124
H 1.572 1.276 -1.555 0.047 -0.293 -0.485
H -1.118 0.564 -1.583 -0.180 -0.125 0.218
H -0.985 -1.537 1.593 0.612 -0.158 0.188
H -1.325 -1.633 -0.112 0.276 -0.252 0.281
H 0.355 -1.727 0.308 0.366 -0.119 0.555
H -1.678 0.542 0.709 0.287 0.162 0.100
H 1.422 0.938 1.211 0.041 0.459 -0.893
```
Positions in Å, forces in eV/Å.